{"formula": "C4H12N2", "method": "ωB97M-V/def2-TZVPD", "symbols": ["C", "H", "H", "N", "H", "C", "N", "C", "C", "H", "H", "H", "H", "H", "H", "H", "H", "H"], "coordinates": [[-0.909, 0.184, -0.451], [1.712, -2.374, 2.700], [-0.216, 3.452, -0.212], [0.375, 2.794, 0.245], [0.599, 1.670, -0.592], [0.385, 0.533, -1.154], [0.533, -2.739, 1.060], [1.185, -1.899, 1.834], [-1.351, -1.335, -0.574], [1.291, -0.747, 1.666], [1.271, 3.196, 0.455], [0.297, 0.787, -2.247], [-2.537, -1.388, -0.550], [-0.750, 0.448, 0.605], [-1.790, 0.841, -0.710], [1.423, 0.135, -0.822], [-0.823, -1.717, -1.479], [-0.694, -1.841, 0.226]], "forces_ev_per_a": [[-0.4, -0.9, 0.2], [-0.3, 0.5, -0.5], [-0.3, 1.0, -0.5], [0.3, -0.8, 1.1], [-0.8, -0.2, -0.4], [1.4, 1.3, -0.4], [2.7, 2.6, 3.0], [-1.4, -1.4, -2.3], [0.3, 1.2, 0.3], [-0.4, -2.0, 0.2], [0.4, 0.8, 0.0], [0.3, -0.8, 0.9], [2.5, -0.6, 0.1], [-0.2, -0.2, 0.0], [1.1, -0.4, -0.3], [-2.0, -0.3, -0.7], [-1.2, 0.1, 0.2], [-2.0, 0.3, -0.8]], "s2": 0.77, "relative_energy_kcal_mol": 92.1, "fmax_ev_per_a": 4.8, "e_homo_ev": [-1.456, -1.353], "energy_ev": -7317.3276, "spin_multiplicity": 2, "charge": -1, "homo_lumo_gap_ev": [5.3, 4.0]}